C10H32BO11PS3 | wB97M-V/def2-TZVPD

The geometry in ORCA input format:
```
! wB97M-V def2-TZVPD RIJCOSX def2/J DEFGRID3
* xyz 0 1
C -5.226 2.117 -4.481
C -4.426 2.976 -3.527
O -4.614 2.606 -2.137
S -3.897 1.285 -1.630
C -4.103 1.555 0.090
O -2.508 1.358 -1.979
O -4.649 0.139 -2.036
H -4.875 1.086 -4.483
H -5.126 2.520 -5.489
H -6.280 2.115 -4.205
H -3.359 2.950 -3.752
H -4.754 4.012 -3.563
H -3.541 2.437 0.385
H -3.715 0.673 0.595
H -5.163 1.675 0.298
C -0.263 5.435 1.767
C -0.384 4.549 2.986
O -1.514 4.898 3.834
S -2.957 4.492 3.328
C -3.818 4.776 4.833
O -2.955 3.093 3.016
O -3.411 5.418 2.337
H -1.096 5.292 1.081
H 0.662 5.190 1.244
H -0.238 6.485 2.055
H -0.465 3.495 2.720
H 0.473 4.666 3.645
H -3.455 4.078 5.582
H -4.871 4.603 4.620
H -3.655 5.807 5.135
C 6.039 -5.118 2.145
C 5.956 -5.775 0.786
O 4.835 -6.696 0.668
S 3.393 -6.062 0.518
C 2.553 -7.515 0.000
O 3.429 -5.102 -0.546
O 2.896 -5.657 1.796
H 5.195 -4.453 2.322
H 6.958 -4.534 2.198
H 6.052 -5.868 2.935
H 5.886 -5.042 -0.019
H 6.823 -6.404 0.598
H 2.948 -7.826 -0.963
H 1.501 -7.250 -0.080
H 2.694 -8.283 0.756
C 0.366 0.661 -2.680
O 1.710 0.189 -2.557
B 2.025 -0.811 -1.701
O 1.098 -1.234 -0.764
P 3.824 -1.693 -1.783
H 0.347 1.367 -3.507
H -0.318 -0.160 -2.885
H 0.034 1.155 -1.771
H 1.207 -2.161 -0.517
H 4.501 -0.506 -2.215
H 3.358 -2.596 -2.817
H 3.760 -1.992 -0.367
H 5.113 -2.417 -1.817
*
```

gap between HOMO and LUMO: 7.42 eV

Want to see where the charge sits? The Löwdin charges in e are: atom 1 (C): -0.07, atom 2 (C): -0.25, atom 3 (O): -0.26, atom 4 (S): 0.57, atom 5 (C): -0.12, atom 6 (O): -0.28, atom 7 (O): -0.27, atom 8 (H): 0.07, atom 9 (H): 0.08, atom 10 (H): 0.08, atom 11 (H): 0.11, atom 12 (H): 0.12, atom 13 (H): 0.06, atom 14 (H): 0.08, atom 15 (H): 0.08, atom 16 (C): -0.07, atom 17 (C): -0.24, atom 18 (O): -0.26, atom 19 (S): 0.56, atom 20 (C): -0.12, atom 21 (O): -0.28, atom 22 (O): -0.27, atom 23 (H): 0.07, atom 24 (H): 0.08, atom 25 (H): 0.09, atom 26 (H): 0.11, atom 27 (H): 0.12, atom 28 (H): 0.08, atom 29 (H): 0.08, atom 30 (H): 0.08, atom 31 (C): -0.07, atom 32 (C): -0.24, atom 33 (O): -0.26, atom 34 (S): 0.55, atom 35 (C): -0.12, atom 36 (O): -0.30, atom 37 (O): -0.27, atom 38 (H): 0.07, atom 39 (H): 0.08, atom 40 (H): 0.08, atom 41 (H): 0.11, atom 42 (H): 0.12, atom 43 (H): 0.08, atom 44 (H): 0.08, atom 45 (H): 0.08, atom 46 (C): -0.08, atom 47 (O): -0.02, atom 48 (B): -0.78, atom 49 (O): 0.10, atom 50 (P): 0.64, atom 51 (H): 0.09, atom 52 (H): 0.09, atom 53 (H): 0.08, atom 54 (H): 0.09, atom 55 (H): -0.04, atom 56 (H): -0.03, atom 57 (H): -0.04, atom 58 (H): -0.12



C36H38BInO8PS | wB97M-V/def2-TZVPD

The geometry in ORCA input format:
```
! wB97M-V def2-TZVPD RIJCOSX def2/J DEFGRID3
* xyz -1 1
C 7.310 3.405 -3.579
C 6.185 3.597 -2.562
C 4.781 3.257 -3.113
C 3.711 4.348 -2.903
In 2.219 4.630 -4.520
C 1.442 6.669 -4.327
B 2.587 7.702 -4.527
O 2.487 8.977 -3.994
O 3.790 7.433 -5.222
P 0.498 2.796 -4.252
C -0.125 2.423 -5.964
C 1.583 1.309 -3.976
S 3.208 4.204 -6.855
C 5.001 4.319 -6.933
O 2.939 2.794 -7.188
O 2.746 5.208 -7.821
H 7.501 2.345 -3.762
H 7.048 3.863 -4.537
H 8.243 3.862 -3.241
H 6.400 2.965 -1.694
H 6.196 4.630 -2.202
H 4.889 3.008 -4.174
H 4.429 2.337 -2.637
H 3.074 4.074 -2.053
H 4.181 5.299 -2.628
H 1.059 6.802 -3.308
H 0.617 6.860 -5.019
H 3.245 9.502 -4.289
H 4.477 7.057 -4.657
H -1.101 1.934 -5.912
H -0.206 3.335 -6.557
H 0.574 1.771 -6.490
H 2.465 1.324 -4.622
H 1.925 1.295 -2.938
H 1.025 0.394 -4.191
H 5.327 5.289 -6.557
H 5.435 3.494 -6.371
H 5.247 4.227 -7.993
C -0.300 3.284 -0.781
C -0.336 3.933 0.449
C -0.895 3.311 1.554
C -1.426 2.033 1.434
C -1.396 1.382 0.195
C -0.831 2.011 -0.908
C -1.976 0.021 0.031
O -1.948 -0.566 -1.029
C -2.607 -0.613 1.231
C -3.191 -1.868 1.099
C -3.774 -2.480 2.195
C -3.771 -1.843 3.432
C -3.193 -0.593 3.569
C -2.612 0.028 2.469
C -2.007 1.384 2.638
O -2.001 1.926 3.725
H 0.133 3.763 -1.650
H 0.075 4.930 0.542
H -0.927 3.801 2.517
H -0.809 1.511 -1.868
H -3.177 -2.346 0.129
H -4.224 -3.460 2.096
H -4.220 -2.329 4.290
H -3.180 -0.080 4.521
C -0.767 -8.376 3.563
C -0.457 -9.143 4.681
C -1.251 -9.076 5.813
C -2.359 -8.237 5.835
C -2.666 -7.462 4.715
C -1.868 -7.538 3.579
C -3.833 -6.535 4.714
O -4.109 -5.873 3.737
C -4.645 -6.445 5.962
C -5.712 -5.556 6.006
C -6.484 -5.458 7.151
C -6.197 -6.253 8.256
C -5.135 -7.140 8.218
C -4.352 -7.237 7.073
C -3.202 -8.188 7.064
O -2.962 -8.891 8.021
H -0.145 -8.431 2.679
H 0.409 -9.792 4.668
H -1.027 -9.667 6.691
H -2.123 -6.930 2.721
H -5.923 -4.950 5.135
H -7.312 -4.763 7.185
H -6.803 -6.176 9.149
H -4.894 -7.764 9.068
*
```

gap between HOMO and LUMO: 4.04 eV

Want to see where the charge sits? The Löwdin charges in e are: atom 1 (C): -0.12, atom 2 (C): -0.27, atom 3 (C): -0.30, atom 4 (C): -0.28, atom 5 (In): 0.60, atom 6 (C): -0.17, atom 7 (B): -0.75, atom 8 (O): 0.12, atom 9 (O): 0.07, atom 10 (P): 0.69, atom 11 (C): -0.40, atom 12 (C): -0.39, atom 13 (S): 0.48, atom 14 (C): -0.22, atom 15 (O): -0.48, atom 16 (O): -0.46, atom 17 (H): 0.07, atom 18 (H): 0.05, atom 19 (H): 0.06, atom 20 (H): 0.10, atom 21 (H): 0.09, atom 22 (H): 0.07, atom 23 (H): 0.09, atom 24 (H): 0.02, atom 25 (H): 0.02, atom 26 (H): 0.03, atom 27 (H): 0.03, atom 28 (H): 0.09, atom 29 (H): 0.09, atom 30 (H): 0.01, atom 31 (H): 0.02, atom 32 (H): 0.02, atom 33 (H): 0.01, atom 34 (H): 0.01, atom 35 (H): 0.02, atom 36 (H): 0.04, atom 37 (H): 0.03, atom 38 (H): 0.06, atom 39 (C): -0.06, atom 40 (C): -0.05, atom 41 (C): -0.01, atom 42 (C): -0.09, atom 43 (C): -0.08, atom 44 (C): 0.00, atom 45 (C): -0.28, atom 46 (O): 0.11, atom 47 (C): -0.08, atom 48 (C): 0.00, atom 49 (C): -0.06, atom 50 (C): -0.06, atom 51 (C): -0.01, atom 52 (C): -0.08, atom 53 (C): -0.28, atom 54 (O): 0.09, atom 55 (H): 0.05, atom 56 (H): 0.11, atom 57 (H): 0.12, atom 58 (H): 0.09, atom 59 (H): 0.12, atom 60 (H): 0.10, atom 61 (H): 0.10, atom 62 (H): 0.12, atom 63 (C): -0.05, atom 64 (C): -0.06, atom 65 (C): 0.00, atom 66 (C): -0.08, atom 67 (C): -0.08, atom 68 (C): 0.00, atom 69 (C): -0.27, atom 70 (O): 0.10, atom 71 (C): -0.08, atom 72 (C): 0.00, atom 73 (C): -0.06, atom 74 (C): -0.06, atom 75 (C): 0.00, atom 76 (C): -0.08, atom 77 (C): -0.28, atom 78 (O): 0.11, atom 79 (H): 0.11, atom 80 (H): 0.11, atom 81 (H): 0.12, atom 82 (H): 0.12, atom 83 (H): 0.12, atom 84 (H): 0.11, atom 85 (H): 0.11, atom 86 (H): 0.12



C3H4N2O | wB97M-V/def2-TZVPD

The geometry in ORCA input format:
```
! wB97M-V def2-TZVPD RIJCOSX def2/J DEFGRID3
* xyz 0 1
O -2.277 -0.315 -0.157
N -0.888 -0.148 -0.003
C -0.033 0.992 -0.019
C 1.265 0.425 -0.025
C 1.096 -1.057 -0.135
N -0.189 -1.271 0.014
H -2.603 0.178 0.619
H -0.327 2.019 -0.373
H 2.152 1.035 0.080
H 1.804 -1.857 0.001
*
```

energy above the lowest of the compared OMol25 structures with the same formula, charge and spin: 82.9 kcal/mol
gap between HOMO and LUMO: 10.15 eV

Want to see where the charge sits? The Löwdin charges in e are: atom 1 (O): 0.04, atom 2 (N): -0.23, atom 3 (C): -0.05, atom 4 (C): -0.07, atom 5 (C): -0.13, atom 6 (N): 0.03, atom 7 (H): 0.11, atom 8 (H): 0.12, atom 9 (H): 0.07, atom 10 (H): 0.09



CH4N2S2 | wB97M-V/def2-TZVPD

The geometry in ORCA input format:
```
! wB97M-V def2-TZVPD RIJCOSX def2/J DEFGRID3
* xyz 0 1
C 0.434 -0.922 0.467
H -1.185 1.888 0.047
H -0.783 0.026 2.066
H 0.637 -1.422 1.571
H 1.938 0.464 -2.268
N -1.034 -0.616 0.557
N 1.373 -0.634 -0.450
S -1.910 0.813 -0.217
S 0.530 0.403 -1.772
*
```

energy above the lowest of the compared OMol25 structures with the same formula, charge and spin: 144.3 kcal/mol
gap between HOMO and LUMO: 7.81 eV

Want to see where the charge sits? The Löwdin charges in e are: atom 1 (C): -0.49, atom 2 (H): -0.18, atom 3 (H): 0.25, atom 4 (H): 0.13, atom 5 (H): -0.07, atom 6 (N): -0.41, atom 7 (N): -0.29, atom 8 (S): 0.55, atom 9 (S): 0.51



C10H19N3O5 | wB97M-V/def2-TZVPD

The geometry in ORCA input format:
```
! wB97M-V def2-TZVPD RIJCOSX def2/J DEFGRID3
* xyz 0 1
N 0.745 3.386 -1.468
C 1.916 2.611 -0.963
C 1.547 1.396 -0.146
C 2.661 0.608 0.429
C 2.731 -0.922 -0.074
C 1.576 -1.736 0.689
N 1.924 -3.109 0.338
C 0.216 -1.396 0.201
O -0.258 -1.809 -0.872
N -0.644 -0.720 1.074
C -1.976 -0.153 0.613
C -2.919 -1.202 0.226
C -3.202 -0.872 -1.197
O -4.119 -0.027 -1.481
O -2.518 -1.487 -2.076
C -2.539 0.906 1.512
O -2.147 0.984 2.675
O -3.456 1.694 0.988
H 0.009 2.697 -1.603
H 0.322 3.962 -0.695
H 2.435 3.290 -0.243
H 2.680 2.476 -1.773
H 0.804 0.847 -0.730
H 0.793 1.728 0.588
H 2.835 0.727 1.490
H 3.664 1.077 0.212
H 3.693 -1.378 0.280
H 2.534 -0.905 -1.136
H 1.870 -1.788 1.699
H 1.352 -3.736 0.847
H 1.571 -3.255 -0.595
H -0.164 -0.352 1.972
H -1.765 0.257 -0.399
H -3.896 -1.157 0.780
H -2.734 -2.334 0.333
H -1.701 -1.820 -1.580
H -3.837 1.512 0.086
*
```

energy above the lowest of the compared OMol25 structures with the same formula, charge and spin: 66.3 kcal/mol
gap between HOMO and LUMO: 10.24 eV

Want to see where the charge sits? The Löwdin charges in e are: atom 1 (N): -0.02, atom 2 (C): -0.29, atom 3 (C): -0.27, atom 4 (C): -0.20, atom 5 (C): -0.08, atom 6 (C): -0.30, atom 7 (N): 0.04, atom 8 (C): -0.39, atom 9 (O): 0.04, atom 10 (N): 0.14, atom 11 (C): -0.21, atom 12 (C): -0.07, atom 13 (C): -0.56, atom 14 (O): 0.03, atom 15 (O): 0.16, atom 16 (C): -0.47, atom 17 (O): 0.11, atom 18 (O): 0.15, atom 19 (H): 0.04, atom 20 (H): 0.08, atom 21 (H): 0.12, atom 22 (H): 0.12, atom 23 (H): 0.09, atom 24 (H): 0.11, atom 25 (H): 0.10, atom 26 (H): 0.12, atom 27 (H): 0.12, atom 28 (H): 0.11, atom 29 (H): 0.13, atom 30 (H): 0.07, atom 31 (H): 0.07, atom 32 (H): 0.19, atom 33 (H): 0.16, atom 34 (H): 0.16, atom 35 (H): 0.17, atom 36 (H): 0.09, atom 37 (H): 0.14



no.,E (eV),highest occupied orbital energy (hartree)
1,-75880.038,-0.25552
2,-80307.413,-0.15495
3,-8200.289,-0.34278
4,-25746.231,-0.32931
5,-25385.048,-0.36020